C7H17BN2O5P | the ωB97M-V functional and the def2-TZVPD basis

Positions of all 33 atoms, in Å:
C -2.03 -0.85 -4.40
O -1.48 0.32 -3.79
B -1.32 0.33 -2.42
O -2.22 0.94 -1.63
C 0.02 -0.31 -1.80
C 0.41 -1.67 -2.20
N 1.19 -2.22 -1.35
C 1.45 -1.41 -0.15
C 0.43 -0.23 -0.30
P -0.93 -0.25 0.97
C -1.43 -1.99 1.23
O -0.14 0.07 2.38
H -2.81 -1.31 -3.80
H -2.48 -0.55 -5.34
H -1.25 -1.58 -4.65
H -3.11 0.93 -1.99
H 0.79 0.28 -2.33
H 0.15 -2.18 -3.12
H 1.62 -3.13 -1.44
H 2.50 -1.13 -0.07
H 1.17 -2.03 0.70
H 0.98 0.68 -0.10
H -2.44 -2.12 0.85
H -0.77 -2.76 0.81
H -1.47 -2.15 2.30
H -0.25 1.02 2.53
C 2.47 3.12 4.43
N 1.21 3.59 3.80
O 0.94 3.19 2.68
O 0.52 4.34 4.45
H 2.98 2.47 3.74
H 3.07 4.01 4.65
H 2.21 2.61 5.35

As for the charge: +1. Its highest occupied orbital energy is -11.29 eV. The calculation puts the orbital gap at 7.172 eV. The strongest force on any atom comes out at 2.1 eV/Å. Its total energy is -1128.58451 Ha. The energy above the lowest of the compared OMol25 structures with the same formula, charge and spin comes out at 0.000 eV.

These are the Löwdin partial charges, in e, on atoms 1 to 6: atom 1 (C): -0.05, atom 2 (O): 0.03, atom 3 (B): -0.63, atom 4 (O): 0.20, atom 5 (C): -0.11, atom 6 (C): 0.06